[1]
{"formula": "C102H154F8N6O6", "method": "ωB97M-V with the def2-TZVPD basis set", "charge": 0, "species": ["H", "H", "H", "C", "H", "H", "H", "C", "H", "O", "H", "H", "C", "C", "H", "H", "H", "H", "H", "C", "C", "H", "C", "C", "H", "H", "H", "H", "C", "H", "H", "H", "H", "N", "C", "H", "C", "H", "C", "C", "C", "C", "H", "H", "H", "C", "C", "C", "C", "H", "C", "N", "H", "H", "H", "O", "H", "H", "C", "C", "H", "C", "H", "H", "H", "C", "C", "H", "H", "H", "H", "O", "H", "C", "H", "H", "H", "H", "C", "C", "H", "C", "N", "C", "C", "H", "F", "C", "H", "H", "H", "H", "N", "C", "C", "H", "C", "C", "O", "H", "H", "C", "H", "O", "H", "H", "H", "H", "H", "C", "N", "H", "C", "C", "C", "C", "H", "H", "C", "H", "H", "H", "H", "C", "C", "C", "C", "H", "H", "H", "C", "H", "C", "H", "H", "H", "H", "H", "C", "C", "H", "C", "C", "C", "C", "C", "C", "H", "H", "C", "C", "H", "H", "C", "C", "H", "C", "H", "C", "H", "H", "F", "C", "C", "C", "C", "H", "C", "H", "F", "H", "H", "C", "F", "H", "C", "H", "H", "H", "C", "C", "H", "H", "H", "H", "H", "H", "H", "H", "H", "H", "H", "H", "H", "H", "C", "H", "H", "H", "H", "C", "C", "H", "H", "C", "C", "C", "H", "H", "H", "H", "H", "H", "F", "C", "H", "H", "H", "H", "H", "C", "H", "H", "H", "C", "H", "C", "H", "H", "N", "C", "C", "H", "H", "C", "H", "C", "C", "C", "H", "C", "H", "C", "C", "C", "H", "F", "C", "O", "C", "F", "H", "C", "H", "C", "H", "H", "H", "H", "H", "H", "H", "C", "H", "C", "H", "H", "C", "H", "F", "C", "H", "H", "C", "H", "C"], "coordinates": [[-2.2765, -4.9482, -3.2889], [5.1678, 2.7550, -2.6206], [9.0205, 3.0353, 0.0181], [-0.7698, -5.6754, 1.2657], [8.0811, 4.9485, 1.3091], [3.8235, -0.6106, -5.4665], [6.9102, -2.6657, 4.9696], [-5.0442, 3.7153, -3.1179], [-1.2134, -6.6372, -0.5429], [-0.3076, -0.8481, -1.1002], [6.1162, 6.6504, 1.2237], [-4.6725, -5.9922, -2.5534], [7.9418, 3.0560, 0.1985], [1.4601, -1.6664, -5.0330], [-3.4456, 1.1005, -4.0927], [-0.8565, 3.6540, 1.4027], [-4.5896, -0.9063, 7.2911], [-7.0381, -3.2985, -3.3080], [-3.2436, -2.2665, 4.9927], [-5.3544, 6.4557, -3.8064], [4.4197, -2.6909, 4.5867], [2.4161, -5.2771, 1.0076], [0.3007, 4.3034, 4.6841], [2.6802, -3.6867, 3.0457], [-6.4900, -3.9858, -5.8431], [-5.6322, 4.3543, -1.1499], [-3.6411, -6.5692, -5.4571], [3.9150, -5.8024, 1.9806], [5.3175, 0.8054, 5.3106], [-2.3084, 5.7204, -2.9592], [4.5770, -1.1517, -3.9809], [-1.2705, -2.0257, 8.1467], [7.3029, 3.0943, -1.8625], [5.2219, 3.7181, -0.3319], [4.3843, 0.0928, 7.3877], [1.9216, 1.4760, 0.6814], [1.5654, 0.4556, 0.8902], [-1.7548, 1.2601, 1.9071], [-4.7587, 0.6396, 1.3238], [-3.9187, 6.8232, 2.5267], [7.4726, 4.4781, 0.5015], [-2.6470, -5.0737, -4.3307], [-2.3086, 2.3833, -0.2759], [5.5836, 6.2358, -0.4599], [-3.5309, 3.5565, 1.7567], [-6.6030, -4.2317, -2.9711], [3.5929, -2.6818, 0.8341], [-3.1212, 0.9473, 5.5812], [-3.5869, 4.6101, 1.5567], [4.0423, -5.2438, 0.3171], [2.8298, -4.4618, -4.0580], [-4.5567, -3.6569, -4.1036], [-4.1788, 7.3880, 3.4517], [5.2653, 1.0527, -2.3388], [1.6846, -3.5353, 2.6551], [3.7946, -3.1272, -5.6909], [1.4664, -6.0083, -4.5289], [-4.9534, 1.3725, 2.0592], [3.1000, 0.1506, 6.8698], [1.5473, -3.2551, -2.2221], [3.2839, 0.2256, -3.9921], [-5.1994, 0.8023, 0.0244], [6.6021, -4.5058, 1.6789], [2.5674, -2.6918, 0.4343], [-6.1827, 6.6101, -1.8536], [-1.6242, -6.0717, 0.2760], [-5.5557, 4.6198, -2.2092], [1.7862, -4.7912, -5.9033], [-4.0465, 3.6053, -5.0959], [2.0966, -5.3865, -2.1982], [-1.0784, 3.4351, -1.1102], [-5.2252, -2.5545, -4.7027], [-1.0929, 7.2452, 3.7289], [3.6865, -3.7442, 1.9057], [0.2914, 4.2523, -6.0112], [-0.6425, -2.0686, 4.5142], [-3.5980, -2.8824, -6.7299], [-5.3210, 0.7339, 5.7199], [2.2869, -1.9917, -2.6288], [-3.5650, -5.3426, 1.5893], [-1.3020, 1.2655, -5.3036], [-1.2253, 2.5470, -0.4785], [-2.0268, -0.0515, 5.3480], [-1.7746, 0.9964, -2.3802], [-2.2121, 1.0042, -5.7772], [4.3964, -0.1801, 8.4292], [3.8003, 1.4480, 3.6216], [-4.5119, 0.2682, -5.7997], [5.8930, 4.8646, 2.9156], [3.0160, -3.1701, -6.2854], [-5.6109, -6.8472, -3.8056], [-5.4032, 7.5132, -4.1194], [5.0251, -3.8046, 2.5129], [1.3165, 5.1553, 2.7517], [-0.3683, 6.4086, 3.7974], [5.7100, 0.3846, 0.1819], [5.3068, 1.3501, 0.4135], [5.6585, 2.3718, -0.6704], [-0.8055, 0.6444, 5.2484], [2.0202, 0.1314, 1.8488], [1.8530, -1.7888, -6.0403], [4.0054, 0.9774, 4.8536], [1.7893, 3.1706, 3.5866], [3.8200, 3.6641, -0.0449], [0.2662, -5.9228, 1.2303], [6.4195, -0.7514, 3.3176], [1.3473, 1.9805, -1.3226], [0.6765, -2.3823, -4.9481], [-2.1235, 2.6917, 4.8046], [-4.8695, -6.0404, -3.6421], [3.3747, -3.1638, -4.4030], [3.3668, -4.1340, -2.0083], [-5.5717, -4.7027, -4.0133], [1.2344, 4.0993, 3.7114], [-4.8287, 5.5262, -4.7096], [-3.4464, 0.8522, -5.1258], [-0.0281, -1.0816, 2.7687], [6.4694, 0.1089, 7.0771], [-3.0995, 1.6636, 6.9700], [-2.3751, -0.6303, 8.3140], [-3.2520, -2.9092, 6.5806], [2.0943, 5.0333, 2.0079], [-1.2889, -1.4501, 1.6415], [-4.1874, -1.3269, -0.6663], [-3.2039, 5.1494, 0.3710], [-0.6704, 1.4624, 1.8264], [5.4877, 6.0161, 0.6080], [-0.6561, -4.5869, 3.1532], [1.0032, -0.6898, -4.8514], [4.7527, -0.8055, 2.7122], [-3.5307, 7.3596, 1.3132], [4.5120, 3.8211, 2.1775], [-6.4009, -4.9137, -5.3151], [-7.4676, -4.9399, -2.8343], [-1.0398, -1.4979, -1.0020], [-2.8600, 7.0066, -0.6813], [0.2143, -2.0972, 6.0463], [0.6952, 7.0921, 2.0704], [1.0371, 5.2220, -2.8890], [-4.4009, -1.1087, 6.2460], [-1.1516, 0.5828, -7.6117], [-4.4653, -0.1410, -7.1463], [6.8015, -3.2326, 4.0381], [4.8995, 1.9968, -1.9264], [-4.4038, 0.2170, 5.4278], [-0.2014, 5.5446, -2.3714], [-1.0879, 5.0950, -4.5737], [-3.8892, -1.9764, -1.4400], [-1.3989, 0.1212, -2.9602], [-4.6238, 4.2034, -4.3511], [-0.5101, 2.7176, 0.8859], [4.3345, -2.8355, 0.0397], [-1.9558, 4.9049, -5.2467], [7.1563, 2.4590, -0.9486], [-3.2124, 6.5395, 0.2210], [-5.2313, -1.6429, 5.8712], [3.8762, -5.5038, -4.3371], [0.8340, 0.8015, -2.5287], [3.6430, -0.7604, -4.3825], [6.1675, 1.0244, 4.6995], [4.7025, -1.8688, 5.2232], [0.0450, 3.3214, 5.5705], [-4.0856, -0.5151, 1.6578], [1.6206, -4.9713, -4.8125], [-0.0395, 0.2767, 0.9968], [2.6510, -1.9246, -4.0955], [-5.9349, -5.6521, -5.9578], [-2.3872, -2.6591, -4.5184], [-3.1747, -7.1460, -3.8915], [-5.2777, 0.1549, -2.1887], [-2.7240, 0.6624, -1.8832], [4.2203, 1.3426, 0.4710], [2.8677, 0.5975, 5.5447], [-3.1328, -4.1784, 3.5731], [-2.9544, 4.4899, -0.4538], [-1.5633, -1.0333, 7.7472], [-6.1289, -4.0939, -1.9771], [0.3421, -1.7498, 1.0977], [3.9696, -5.6569, -5.4125], [0.1630, 4.6712, -4.9992], [5.6720, -1.3302, 2.7888], [7.6192, 5.0263, -0.4359], [0.6312, -3.3932, -2.8093], [-3.5365, 2.6480, 6.7958], [3.3905, 3.9890, -0.8462], [-5.4195, 0.0331, -5.2358], [0.4225, 2.4432, -2.7731], [1.9021, 0.7710, 5.0559], [-5.3306, -0.6169, -7.5505], [-1.8594, 1.8861, -3.0032], [-0.3050, 6.0444, -1.4082], [2.2305, 4.4008, -4.4628], [-4.5089, -0.0446, 4.3483], [-1.2411, 5.5247, 5.5884], [-2.0932, 1.8800, 7.3379], [-2.1185, 0.5606, -7.0971], [-4.6707, -1.7662, -4.5468], [-0.6751, 1.1084, 6.0572], [6.0776, -1.4011, 1.7873], [4.8414, -5.2489, -3.9864], [-1.9009, -1.2341, 6.2200], [5.9095, 4.5241, 0.6857], [-1.7706, -5.2594, -4.9923], [-1.0848, -3.2144, 5.7487], [5.5844, 4.0566, 2.1630], [-2.6086, -4.8767, 2.5246], [-3.9156, 5.4626, 2.6143], [7.6219, -3.0704, 3.3714], [4.4613, -3.6095, 5.1558], [-3.5774, 1.0881, 7.7363], [-1.3302, -2.8621, -4.6394], [3.2784, -1.9453, -2.1347], [7.5944, 1.5310, -1.2316], [-4.3269, 5.9788, -5.8810], [-3.2029, -1.9528, 6.0689], [-2.5404, -1.7648, -5.0814], [-0.3068, 1.6024, 2.8269], [-2.9330, 1.7561, 3.4960], [3.7318, -1.6268, 1.1511], [2.3106, -0.0744, 7.5723], [-3.2451, 0.1568, -7.8338], [-5.6650, 1.7519, -0.2841], [1.6323, -1.1736, -2.2736], [2.7569, -4.6334, 3.6355], [-0.7604, 1.3030, -1.2725], [1.9651, -0.2785, 0.1603], [-3.8865, -1.5067, 0.6713], [-3.5345, 8.4281, 1.1382], [-4.6486, -5.1341, 1.7727], [-0.7318, 0.2187, -0.3249], [0.5384, 1.6708, -1.9824], [-1.2558, -5.0075, 2.3732], [-4.3632, -4.4532, -6.6532], [3.8322, 1.9862, -1.6466], [5.4708, -2.7274, 3.4705], [2.3107, -2.5672, 4.8760], [-3.5605, -6.2943, -4.3850], [3.4629, -5.1159, 1.2336], [-0.8122, -2.1746, 5.5989], [3.5583, -6.4642, -3.8958], [1.2505, 4.7661, -4.1676], [-2.5953, -4.3262, -6.8606], [-3.3049, -3.8410, -4.8626], [-5.8126, 5.9173, -2.5590], [-3.0309, -5.9706, 0.4693], [-3.4415, -2.4278, 0.9787], [-4.0714, 4.8710, 3.8672], [-3.4535, -3.8799, -6.3803], [5.9227, -3.8461, 1.4479], [-1.2879, 5.4141, -3.2538], [-3.0530, -0.2521, -9.0953], [6.8327, -4.2886, 4.2893], [5.5024, 0.3105, 6.6326], [5.7561, 1.6615, 1.3629], [-0.5172, 5.4532, 4.7555], [7.9130, 2.4013, 1.0818], [0.5777, 2.8701, 0.8030], [-7.4031, -5.3439, -5.1268], [-2.5364, -2.3530, -3.4395], [-3.7468, -6.4157, -0.2329], [-3.8594, 2.6698, 4.7070], [4.4040, 6.0712, 0.8695], [2.9993, -2.5691, 4.0091], [1.2302, -3.1753, -1.1649], [0.5452, 6.2776, 2.7427], [-0.7439, -0.3370, 7.8465], [-3.6729, -0.6281, 2.6184], [-0.2856, -1.0761, 1.7039], [2.9175, -1.5580, 3.5530], [2.1805, 5.4508, -2.1597], [2.4682, -4.4390, -2.5551], [-4.8622, 2.6921, -2.7837], [6.1732, 3.1410, 2.4019], [-2.9626, 2.1001, 4.5545], [0.7051, -4.4179, -4.5468], [-4.9236, -0.1937, -0.9285]]}

[2]
{"formula": "C10H10AuN6OS4", "method": "ωB97M-V with the def2-TZVPD basis set", "charge": 1, "de_lowest_kcal_mol": 0.00, "species": ["C", "N", "C", "H", "H", "S", "N", "H", "S", "O", "H", "H", "H", "C", "C", "H", "N", "S", "H", "Au", "H", "C", "C", "S", "N", "C", "C", "C", "N", "C", "N", "H"], "coordinates": [[-3.6985, 0.1535, 0.9084], [3.9178, 0.9722, -1.2230], [-4.2179, 2.3874, 1.5188], [-5.6986, 0.9562, 0.9021], [-4.9403, 3.1737, 1.6848], [2.8332, -3.3599, 1.0692], [0.9132, -0.9099, -1.3230], [3.9726, 1.4637, 0.7800], [-1.3156, -3.2114, 0.4149], [3.0050, -2.9448, -0.3189], [-2.5489, 3.6239, 2.0557], [0.3993, -0.4979, -2.0925], [3.9829, 0.3552, -3.7461], [-1.9114, 1.6469, 1.5792], [-2.8622, 2.6360, 1.7492], [3.1400, -1.1732, -3.4276], [1.6775, -2.8606, 1.8611], [1.5086, 0.1575, 1.7204], [1.2197, -1.8585, -1.5176], [0.1818, -1.6954, 1.3281], [2.2148, 0.2793, -3.8351], [3.0942, -0.0904, -3.3076], [2.3166, 0.3193, 0.2054], [-3.9674, -1.5025, 0.3828], [-1.5801, -0.7505, 0.9182], [-2.2954, -1.7776, 0.5431], [3.0452, 0.2665, -1.8736], [-2.3473, 0.3963, 1.1677], [3.4513, 0.9892, 0.0582], [-4.6519, 1.1477, 1.0887], [2.0250, -0.1297, -1.0259], [-0.8633, 1.8382, 1.7549]]}

[3]
{"formula": "C10H10BBeN7S", "method": "ωB97M-V with the def2-TZVPD basis set", "charge": 0, "species": ["N", "B", "H", "C", "H", "C", "C", "C", "C", "H", "H", "C", "C", "C", "H", "H", "Be", "N", "H", "N", "H", "H", "N", "N", "H", "S", "N", "C", "N", "C"], "coordinates": [[6.7791, 3.4229, 10.3143], [8.8253, 4.2935, 9.2124], [6.9462, 6.4103, 5.3861], [7.2315, 3.7573, 12.4523], [5.4104, 4.2228, 6.1979], [9.7663, 1.3017, 7.1400], [8.3904, 1.1958, 7.3860], [6.4736, 3.0539, 11.5507], [7.0885, 5.7401, 6.2057], [7.1669, 3.8444, 13.5385], [8.9430, 5.1324, 11.9611], [8.1376, 4.4927, 11.6630], [10.2092, 2.2785, 8.0819], [6.2824, 4.6600, 6.6841], [10.3125, 1.0158, 6.2980], [9.8058, 5.0328, 9.3318], [6.5728, 2.7821, 8.7878], [9.1833, 2.7922, 8.7427], [5.5745, 2.4091, 11.6707], [7.9783, 4.8517, 8.0389], [11.1921, 2.6932, 8.2116], [9.0139, 6.3788, 7.0619], [6.7584, 4.2349, 7.8407], [5.2269, 1.6746, 5.5648], [7.7011, 0.5604, 6.8607], [4.8558, 1.7008, 8.3913], [8.0230, 2.0365, 8.3693], [5.1651, 1.6852, 6.7561], [7.9109, 4.2496, 10.3996], [8.1561, 5.7656, 7.1180]]}

[4]
{"formula": "C10H10BN2", "method": "ωB97M-V with the def2-TZVPD basis set", "charge": -1, "de_lowest_kcal_mol": 8.66, "species": ["C", "H", "H", "H", "H", "N", "C", "C", "H", "H", "C", "H", "C", "H", "H", "C", "C", "C", "C", "C", "B", "H", "N"], "coordinates": [[-2.3529, -0.4118, 3.7249], [0.0989, -1.4799, 7.7436], [-4.2601, 0.3432, 3.0703], [-1.2894, 3.3080, 4.0637], [-2.6426, -1.4559, 3.6412], [1.7335, -0.7784, 2.3609], [-2.8584, 1.9280, 3.5271], [-0.6753, 1.2371, 4.3276], [-3.5641, 2.7130, 3.2626], [0.8196, 0.2144, 6.6706], [3.0574, 1.4176, 4.6638], [2.0301, -1.1101, 7.7918], [-1.0687, -0.1084, 4.1651], [-0.3545, -0.8989, 4.3920], [0.7991, 2.4400, 5.4091], [-1.5982, 2.2622, 3.9942], [-3.2530, 0.5928, 3.4015], [1.7461, 0.0073, 3.2417], [0.6456, 1.5519, 4.8083], [1.7618, 0.9637, 4.2898], [0.9233, -0.5525, 7.7100], [0.7858, 0.0371, 8.7934], [4.1622, 1.7353, 4.9151]]}

no.,E_LUMO (eV),gap between HOMO and LUMO (eV)
1,0.6,8.88
2,-4.5,7.36
3,0.5,9.26
4,2.0,6.92